12
Properties=species:S:1:pos:R:3:forces:R:3 method="wB97M-V/def2-TZVPD" largest_force_ev_per_a=1.055 homo_lumo_gap_ev=9.375 homo_ev=-9.1 e_tot_ha=-360.56534 lumo_ev=0.3
C 0.5561 0.7650 1.2152 -0.1 0.2 0.1
N 1.3945 -0.3105 0.7176 -0.1 -0.2 -0.4
C 1.1728 -1.0413 -0.2753 0.2 0.1 0.3
O 0.1565 -1.1057 -1.2057 0.0 0.0 0.1
C -0.7699 -0.0753 -1.3104 -0.2 0.1 0.0
C -1.9111 -0.1338 -0.6504 -0.6 0.0 0.4
O -2.9030 -0.1489 -0.0331 0.9 0.0 -0.6
H -0.4522 0.4240 1.4775 0.2 0.0 0.0
H 0.4579 1.5841 0.4950 0.0 -0.1 0.1
H 1.0180 1.1645 2.1220 0.0 -0.1 -0.1
H 1.8704 -1.8405 -0.5271 -0.1 0.1 0.0
H -0.5901 0.7184 -2.0253 -0.1 -0.1 0.1